Record 1
The following is a DFT calculation (ωB97M-V/def2-TZVPD) of C16H38AsBrNO7P2PdSi3 as an isolated structure at a distorted geometry.

Structure (XYZ):
```
70
Properties=species:S:1:pos:R:3:forces:R:3:lowdin_spin:R:1
Pd 0.670 -0.549 -0.117 0.73 -0.15 -0.23 0.800
C 4.253 0.306 3.219 -0.04 -0.11 0.05 0.000
C 3.367 0.564 2.006 -0.17 -0.09 -0.34 0.000
O 3.554 1.846 1.453 -0.06 0.26 0.07 0.012
P 3.747 -0.588 0.612 0.62 -0.21 0.17 0.002
O 5.258 -0.233 0.358 -0.05 0.06 -0.11 0.001
O 3.689 -2.086 1.103 0.11 0.08 0.11 0.000
O 2.868 -0.407 -0.577 -0.62 -0.09 0.25 0.028
P 1.586 0.345 2.486 -0.61 0.62 0.44 0.009
O 1.460 0.703 4.007 0.08 -0.14 0.08 0.005
O 0.532 1.368 1.858 0.86 0.19 0.40 0.040
O 1.140 -1.032 2.128 0.00 -0.08 -0.50 0.081
H 5.305 0.333 2.929 0.00 -0.04 -0.04 0.000
H 4.039 -0.668 3.663 0.07 0.02 0.06 0.000
H 4.085 1.082 3.965 -0.04 -0.03 0.02 0.000
H 4.470 2.124 1.595 -0.03 0.04 0.00 0.000
H 5.575 -0.177 -0.559 -0.04 -0.05 0.13 0.000
H 4.438 -2.429 1.616 -0.06 0.04 -0.13 0.000
H 1.532 -0.009 4.663 0.01 0.12 -0.13 0.000
C -4.323 1.399 1.254 0.31 -0.42 -0.21 0.038
Si -4.277 -0.414 0.835 -0.43 0.08 0.14 0.116
C -5.281 -1.012 -0.609 0.43 0.06 0.22 0.020
C -3.704 -1.608 2.143 -0.05 0.14 -0.47 0.037
As -1.546 -0.019 -0.357 -0.46 -0.12 -0.16 1.215
Si 0.158 -2.950 -0.463 -0.36 -0.76 -0.16 0.047
C 1.662 -3.326 -1.527 -0.30 0.28 0.28 0.011
C 0.052 -3.745 1.229 0.19 0.37 -0.35 0.002
C -1.451 -3.177 -1.429 0.42 0.21 0.23 0.055
Si -1.564 0.718 -2.846 -0.50 0.35 -0.84 0.185
C -1.788 2.578 -2.752 0.20 -0.45 0.14 0.034
C 0.105 0.029 -3.383 -0.31 -0.03 0.37 0.070
C -3.028 -0.144 -3.633 0.23 0.11 0.37 0.030
H -5.255 1.645 1.772 -0.07 -0.11 0.00 0.006
H -4.275 2.009 0.351 -0.06 0.01 0.01 0.002
H -3.496 1.667 1.915 -0.04 0.01 0.04 0.004
H -6.338 -1.019 -0.319 0.00 0.04 0.10 0.004
H -5.019 -2.028 -0.906 0.01 0.00 0.04 0.000
H -5.185 -0.350 -1.470 -0.04 0.04 0.06 0.001
H -4.256 -1.424 3.070 -0.02 0.12 -0.01 0.006
H -2.641 -1.478 2.364 -0.01 0.02 0.07 0.007
H -3.884 -2.642 1.848 0.03 0.01 -0.05 0.000
H 2.547 -2.766 -1.236 0.02 -0.04 0.00 0.000
H 1.462 -3.145 -2.584 -0.04 0.03 0.01 0.000
H 1.885 -4.390 -1.403 -0.07 -0.03 0.04 0.002
H 0.837 -3.392 1.893 0.02 -0.03 0.01 0.000
H 0.173 -4.825 1.100 -0.03 -0.01 -0.10 0.001
H -0.913 -3.567 1.704 -0.01 0.03 -0.03 0.000
H -1.489 -2.589 -2.347 0.04 -0.06 -0.02 0.005
H -2.337 -2.956 -0.830 0.02 -0.04 0.04 0.013
H -1.501 -4.234 -1.712 0.02 -0.03 -0.02 0.007
H -0.845 3.104 -2.625 0.05 0.00 0.06 0.000
H -2.455 2.858 -1.936 -0.03 0.02 -0.03 0.003
H -2.244 2.923 -3.684 -0.03 -0.10 -0.04 0.006
H 0.845 -0.023 -2.577 0.09 0.05 -0.07 0.014
H 0.529 0.668 -4.163 -0.09 0.12 0.01 0.010
H -0.015 -0.969 -3.806 -0.04 -0.01 0.04 0.000
H -3.965 0.355 -3.381 0.03 0.03 -0.01 0.000
H -3.111 -1.200 -3.374 0.04 0.00 -0.04 0.001
H -2.910 -0.078 -4.720 0.07 0.02 -0.01 0.007
Br 3.007 5.947 1.239 -0.15 -0.23 -0.15 -0.019
C 2.087 4.423 0.624 0.17 0.11 0.18 0.016
C 2.242 3.989 -0.702 0.14 0.32 0.07 0.302
C 1.667 2.764 -1.091 -0.38 -0.30 -0.09 0.060
N 0.886 2.029 -0.350 0.34 -0.08 0.12 0.261
C 0.572 2.515 0.971 -0.21 0.08 -0.21 0.082
C 1.343 3.679 1.486 0.06 -0.21 0.10 0.292
H 2.849 4.550 -1.398 -0.02 -0.03 -0.02 0.015
H 1.868 2.388 -2.091 0.09 -0.01 0.02 0.000
H -0.487 2.822 0.963 0.02 -0.09 0.04 0.043
H 1.242 3.919 2.537 -0.04 0.09 -0.04 0.011
```
Positions in Å, forces in eV/Å.

Summary:
**Orbital gap (spin up / spin down)**: 7.15 / 4.73 eV
**Multiplicity**: 5
**Charge**: +3
**E_HOMO (spin up / spin down)**: -16.141 / -16.746 eV



Record 2
The following is a DFT calculation (ωB97M-V/def2-TZVPD) of an isolated ion of composition C3H7N4S and charge +1 at a distorted geometry.

Structure (XYZ):
```
15
Properties=species:S:1:pos:R:3:forces:R:3:mulliken_charge:R:1
C -1.045 0.844 1.396 -1.64 -0.13 1.70 -0.713
C -1.249 1.307 0.181 -0.83 2.01 -1.63 -0.029
C 1.098 0.365 -0.780 -2.39 1.49 -0.30 0.491
N 0.625 -0.757 -0.383 0.09 -2.61 0.81 -0.216
N 2.225 0.574 -1.386 2.86 -1.12 -0.65 -0.365
N -0.662 -2.252 0.397 -1.76 -1.01 1.17 -0.404
N -0.016 -1.199 0.628 1.77 1.83 -0.39 0.285
S -0.066 1.727 -1.093 0.38 -1.37 1.60 -0.092
H -1.953 0.691 2.101 1.70 0.29 -1.32 0.262
H -2.207 1.698 -0.225 0.41 -0.69 0.81 0.297
H 3.018 -0.096 -1.627 -1.79 1.08 0.85 0.297
H 2.369 1.548 -1.522 0.72 0.58 -0.63 0.198
H -1.397 -2.508 1.111 1.43 0.09 -1.28 0.309
H -0.662 -2.481 -0.571 -0.73 -1.07 -0.91 0.273
H -0.078 0.539 1.774 -0.21 0.63 0.18 0.408
```
Positions in Å, forces in eV/Å.

Summary:
**Orbital gap**: 8.91 eV
**Charge**: +1
**E_HOMO**: -13.312 eV
**Energy relative to the best compared isomer or geometry (same formula, charge and spin)**: 2.617 eV



Record order is preserved below.
Molar mass: 763.93 131.18 g mol⁻¹